{
  "formula": "C45H46AlNP2Si",
  "method": "the ωB97M-V functional and the def2-TZVPD basis",
  "species": ["P", "P", "Si", "Al", "N", "C", "C", "C", "C", "C", "C", "C", "C", "C", "C", "C", "C", "C", "C", "C", "C", "C", "C", "C", "C", "C", "C", "C", "C", "C", "C", "C", "C", "C", "C", "C", "C", "C", "C", "C", "C", "C", "C", "C", "C", "C", "C", "C", "C", "C", "H", "H", "H", "H", "H", "H", "H", "H", "H", "H", "H", "H", "H", "H", "H", "H", "H", "H", "H", "H", "H", "H", "H", "H", "H", "H", "H", "H", "H", "H", "H", "H", "H", "H", "H", "H", "H", "H", "H", "H", "H", "H", "H", "H", "H", "H"],
  "xyz": [[-1.565704, -1.934247, 0.152963], [1.745307, 0.790754, -1.445233], [-1.584774, 2.529282, 1.429854], [-0.142546, 0.045046, 0.025970], [-0.343409, 1.368310, 1.204734], [-0.119624, 4.347794, -2.284313], [-4.088179, -2.958916, -0.635643], [0.493262, 4.822696, -3.444978], [-2.414988, -1.989988, 1.793053], [1.553568, 4.110361, -4.010487], [5.193350, 1.702720, 1.533434], [0.740509, -0.033471, 2.915987], [2.645242, -0.027302, -2.841350], [0.633354, -5.350225, 0.850357], [4.495244, 0.495099, 1.594956], [-1.395724, -4.599722, -0.915285], [4.884991, 2.637707, 0.542901], [2.075129, 2.352502, 3.681633], [2.635723, -0.708748, -5.185184], [1.375446, 2.412323, -2.270517], [-0.890106, -3.646337, -0.010756], [1.466239, 2.283331, 2.439056], [1.986458, 1.260540, 4.553980], [3.999620, -0.414187, -2.764446], [-2.021868, -2.839711, 2.842806], [2.004452, 2.918490, -3.426887], [-2.115177, 2.218018, 3.184537], [0.032839, -6.316505, 0.037668], [3.150366, 1.174215, -0.314737], [0.736851, 1.128011, 2.117279], [-3.422460, -1.038198, 2.039135], [-5.210719, -3.048037, -1.462899], [1.345143, 0.077203, 4.176695], [-2.501812, -2.628276, 4.137120], [-4.315909, -1.289329, -2.860360], [3.865288, 2.385300, -0.377233], [-3.885676, -0.816918, 3.338121], [-3.056136, -2.047742, -0.925503], [4.674179, -0.880259, -3.898425], [0.193658, -4.024127, 0.809773], [-2.923224, 2.277393, 0.167938], [-5.325181, -2.212041, -2.579594], [3.998782, -1.017255, -5.113589], [-3.408719, -1.598384, 4.394385], [3.501239, 0.218622, 0.659725], [-3.184044, -1.201791, -2.042063], [-0.967910, -5.930092, -0.858527], [1.962641, -0.224068, -4.059943], [0.329851, 3.159578, -1.710987], [-0.873569, 4.233325, 1.338402], [-1.407801, 2.687367, 3.884119], [4.534926, -0.318531, -1.819796], [2.100204, -0.828337, -6.126427], [1.474469, 3.092349, 1.715124], [-0.227316, -1.101882, -2.295145], [-0.947208, 4.890886, -1.826621], [-1.753651, 4.883760, 1.399516], [2.975296, -0.737326, 0.679753], [1.443263, -5.628868, 1.525509], [4.730920, -0.245064, 2.358710], [2.033050, 4.480772, -4.916179], [4.527988, -1.372831, -6.000372], [-0.146022, 2.774984, -0.801827], [0.298050, -1.564611, -2.012807], [2.603266, 3.263404, 3.944182], [-1.420570, -6.667490, -1.523402], [0.665573, -3.273099, 1.450494], [-3.098333, 2.699110, 3.288663], [2.833788, 2.373950, -3.883689], [-2.396582, -0.477325, -2.264125], [-0.222957, 4.442782, 2.184612], [5.986347, 1.905999, 2.254614], [-6.207817, -2.268793, -3.218265], [-2.159156, -3.279073, 4.943725], [0.206281, -0.935158, 2.599930], [0.138388, 5.747154, -3.898513], [-5.995997, -3.769923, -1.234606], [-2.152374, -4.309846, -1.646435], [-3.758239, -1.411364, 5.408400], [5.732358, -1.138667, -3.831388], [0.363506, -7.355477, 0.082783], [-0.340599, 4.466954, 0.407175], [0.902870, 0.034507, -4.127015], [-3.852836, -0.485138, 1.200428], [-3.375303, 1.284722, 0.176071], [-3.695821, 3.008337, 0.445963], [-1.344413, -3.671589, 2.644842], [-4.624145, -0.034092, 3.514210], [-2.595091, 2.511967, -0.851280], [-2.220271, 1.157378, 3.426848], [-4.007694, -3.615695, 0.236154], [-4.404569, -0.622371, -3.717791], [2.460186, 1.332383, 5.531498], [1.330188, -0.792573, 4.834660], [3.613472, 3.116571, -1.143588], [5.439106, 3.577044, 0.477765]],
  "forces_ev_per_angstrom": [[-2.090, -2.453, 0.400], [2.436, 1.233, -0.895], [0.047, 0.235, 1.268], [0.314, 0.779, 0.069], [0.891, -2.643, -2.448], [0.233, -0.102, -0.075], [0.088, -0.104, 0.151], [-0.048, -0.153, 0.199], [0.188, 0.374, 0.536], [0.063, -0.230, 0.335], [-0.132, -0.010, -0.101], [0.366, 1.091, 0.234], [-0.254, -1.028, -0.372], [-0.034, 0.179, -0.044], [0.029, -0.150, -0.211], [-0.273, 0.212, 0.177], [-0.019, -0.033, -0.090], [0.091, -0.168, -0.479], [-0.026, 0.133, 0.228], [-0.931, 0.245, 0.125], [1.233, -0.046, -0.267], [0.275, -0.734, 0.536], [0.064, -0.146, 0.089], [-0.283, 0.269, 0.160], [0.264, 0.254, -0.168], [-0.005, -0.298, 0.026], [-0.518, 0.435, -0.054], [-0.099, 0.346, -0.064], [-0.007, -0.100, 0.663], [-1.138, 0.906, 0.742], [0.279, 0.093, 0.045], [0.331, 0.181, 0.008], [0.546, -0.409, -0.471], [-0.142, -0.061, -0.126], [0.118, 0.081, 0.012], [-0.375, -0.405, 0.042], [-0.057, -0.313, -0.252], [0.009, 1.033, -0.787], [-0.259, 0.019, -0.010], [-0.234, -0.033, -0.029], [0.073, 0.170, -0.103], [0.234, 0.100, 0.183], [-0.143, 0.060, 0.263], [0.113, 0.050, -0.232], [-0.166, 0.478, -0.245], [-0.220, -0.414, 0.284], [0.152, 0.170, 0.084], [0.199, -0.009, 0.101], [-0.210, -0.285, 0.088], [-0.408, 0.346, -0.439], [-0.252, -0.135, -0.135], [-0.075, 0.005, -0.293], [0.109, 0.026, 0.259], [0.025, -0.036, 0.290], [0.180, -0.451, -0.045], [0.235, -0.108, -0.149], [0.215, 0.303, 0.042], [0.114, 0.120, 0.148], [-0.217, 0.093, -0.211], [-0.006, 0.204, -0.182], [-0.071, -0.125, 0.267], [-0.188, 0.116, 0.309], [0.193, 0.285, -0.486], [-0.328, 0.040, -0.368], [0.000, -0.186, 0.216], [0.165, 0.267, 0.159], [-0.060, -0.292, -0.075], [0.146, -0.083, 0.407], [-0.287, 0.187, 0.101], [-0.270, -0.097, -0.066], [-0.088, 0.071, 0.041], [-0.256, -0.019, -0.210], [0.292, 0.009, 0.178], [-0.171, 0.186, -0.248], [-0.194, 0.301, 0.344], [0.132, -0.245, 0.040], [0.255, 0.225, -0.031], [0.205, -0.180, 0.280], [0.085, -0.074, -0.233], [-0.344, 0.088, 0.032], [-0.120, 0.333, -0.006], [-0.170, 0.024, 0.363], [0.309, -0.037, -0.132], [0.209, 0.002, 0.356], [-0.032, 0.048, -0.001], [-0.012, -0.200, -0.226], [-0.114, 0.347, 0.183], [0.151, -0.284, -0.023], [-0.103, 0.013, 0.069], [0.072, 0.184, -0.059], [-0.052, 0.257, -0.292], [-0.008, -0.199, 0.210], [-0.211, -0.073, -0.164], [0.055, 0.345, -0.028], [0.096, -0.069, 0.233], [-0.179, -0.331, 0.049]],
  "homo_ev": -13.2718,
  "e_tot_ha": -3011.2981,
  "homo_lumo_gap_ev": 6.5,
  "charge": 2,
  "spin_multiplicity": 1
}